Computed, not measured: a cluster of 6 separate species, C33H81BClF3IN7O10P in total at a distorted geometry, with ωB97M-V/def2-TZVPD.

XYZ file:
```
138
Properties=species:S:1:pos:R:3:lowdin_charge:R:1
C -8.590 -1.577 -1.681 -0.147
P -6.831 -2.285 -1.240 0.733
C -5.089 -3.114 -0.748 -0.165
C -4.274 -3.649 -1.851 -0.330
O -3.278 -3.131 -2.318 0.016
B -6.647 -2.506 -3.204 -0.624
N -7.237 -3.614 -3.997 0.123
O -6.000 -1.544 -3.941 0.111
C -7.612 -4.092 -0.939 -0.595
F -8.885 -4.261 -1.397 0.046
F -6.896 -5.093 -1.540 0.037
F -7.677 -4.487 0.353 0.070
O -7.044 -2.001 0.461 -0.223
C -6.553 -0.818 1.033 -0.458
O -7.655 -0.256 1.745 0.000
C -5.492 -1.263 2.071 -0.084
C -5.291 -0.398 3.330 -0.225
C -3.981 0.412 3.368 -0.584
Cl -4.226 2.171 3.614 0.521
C -6.092 0.087 -0.181 -0.396
C -7.147 1.214 -0.347 -0.197
N -7.064 2.244 0.697 0.025
C -4.755 0.826 0.005 -0.142
C -3.459 0.131 -0.422 -0.299
C -3.247 0.030 -1.927 -0.620
I -3.031 1.957 -2.844 0.724
O -6.131 -0.690 -1.341 -0.234
H -9.062 -2.137 -2.495 0.026
H -9.276 -1.526 -0.832 0.043
H -8.414 -0.571 -2.068 0.034
H -5.255 -3.916 -0.020 0.092
H -4.504 -2.339 -0.261 0.053
H -4.615 -4.612 -2.283 0.111
H -6.649 -4.439 -3.962 0.060
H -8.134 -3.902 -3.620 0.040
H -6.479 -1.431 -4.773 0.098
H -8.314 -0.963 1.714 0.114
H -5.824 -2.260 2.372 0.125
H -4.517 -1.405 1.601 0.093
H -5.234 -1.080 4.185 0.101
H -6.145 0.253 3.517 0.092
H -3.401 0.286 2.454 0.043
H -3.357 0.097 4.205 0.057
H -8.145 0.788 -0.424 0.100
H -6.921 1.660 -1.324 0.125
H -6.845 3.145 0.293 0.064
H -7.939 2.331 1.192 0.062
H -4.805 1.731 -0.610 0.059
H -4.684 1.184 1.030 0.072
H -2.627 0.745 -0.051 0.082
H -3.308 -0.850 0.034 0.088
H -2.301 -0.475 -2.119 0.030
H -4.024 -0.514 -2.455 0.024
C 0.301 1.869 1.936 -0.058
C 0.475 0.353 1.986 -0.421
C 1.848 -0.108 2.489 -0.204
O 2.900 0.030 1.550 -0.203
C 3.426 1.334 1.421 -0.109
N 0.166 -0.195 0.665 0.068
H 0.795 2.298 1.064 0.062
H -0.758 2.118 1.859 0.073
H 0.697 2.348 2.835 0.078
H -0.264 -0.036 2.694 0.133
H 1.793 -1.180 2.693 0.116
H 2.113 0.387 3.433 0.123
H 3.446 1.862 2.381 0.090
H 2.857 1.917 0.692 0.065
H 4.448 1.241 1.050 0.088
H 0.155 -1.210 0.717 0.081
H 0.955 0.016 0.056 0.046
C 2.379 2.132 -4.830 -0.068
C 2.883 2.679 -3.497 -0.435
C 3.402 1.604 -2.533 -0.205
O 2.386 0.859 -1.892 -0.207
C 1.809 -0.179 -2.664 -0.091
N 1.835 3.496 -2.889 0.055
H 1.382 1.701 -4.736 0.067
H 2.309 2.939 -5.558 0.073
H 3.050 1.368 -5.231 0.075
H 3.735 3.333 -3.715 0.130
H 3.936 2.108 -1.723 0.113
H 4.119 0.932 -3.028 0.115
H 2.552 -0.654 -3.310 0.073
H 0.979 0.189 -3.270 0.082
H 1.411 -0.926 -1.976 0.085
H 2.196 3.962 -2.059 0.030
H 1.125 2.862 -2.527 0.069
C 6.127 -3.900 4.285 -0.072
C 5.782 -2.519 3.735 -0.433
C 5.637 -1.435 4.811 -0.209
O 4.440 -1.489 5.562 -0.190
C 4.420 -2.433 6.612 -0.111
N 4.596 -2.626 2.887 0.056
H 5.249 -4.396 4.700 0.064
H 6.503 -4.534 3.483 0.075
H 6.891 -3.843 5.063 0.075
H 6.614 -2.203 3.097 0.134
H 5.612 -0.464 4.309 0.120
H 6.505 -1.434 5.486 0.119
H 5.404 -2.522 7.085 0.089
H 4.097 -3.420 6.272 0.076
H 3.705 -2.079 7.354 0.086
H 4.430 -1.732 2.425 0.055
H 3.790 -2.740 3.497 0.067
C 4.291 6.158 -0.637 -0.067
C 2.926 6.751 -0.299 -0.427
C 2.908 7.588 0.985 -0.210
O 2.945 6.843 2.186 -0.186
C 4.219 6.385 2.585 -0.110
N 1.939 5.671 -0.282 0.050
H 4.508 5.278 -0.030 0.062
H 4.309 5.842 -1.680 0.072
H 5.093 6.884 -0.488 0.077
H 2.654 7.431 -1.112 0.137
H 1.964 8.136 1.019 0.122
H 3.718 8.332 0.977 0.119
H 5.000 7.109 2.332 0.089
H 4.468 5.420 2.135 0.072
H 4.195 6.258 3.667 0.087
H 1.004 6.057 -0.194 0.085
H 2.074 5.138 0.574 0.073
C 5.207 -4.628 -3.279 -0.072
C 4.769 -3.541 -2.301 -0.427
C 5.001 -2.115 -2.816 -0.216
O 6.348 -1.675 -2.787 -0.186
C 7.157 -2.122 -3.854 -0.113
N 5.400 -3.793 -1.004 0.047
H 6.287 -4.773 -3.260 0.062
H 4.750 -5.579 -3.005 0.075
H 4.908 -4.390 -4.302 0.077
H 3.688 -3.641 -2.162 0.138
H 4.465 -1.426 -2.159 0.110
H 4.587 -1.992 -3.827 0.117
H 6.587 -2.183 -4.788 0.090
H 7.608 -3.096 -3.648 0.074
H 7.959 -1.395 -3.981 0.085
H 5.011 -3.176 -0.296 0.064
H 6.378 -3.529 -1.074 0.067
```

Computed properties:
- Electronic energy: -105182.28322 eV
- Net charge: -1
- HOMO-LUMO gap: 6.59 eV